(1)
21
Properties=species:S:1:pos:R:3:forces:R:3 method="wB97M-V/def2-TZVPD" smiles="CCNc1cnc[nH]1.N=C=O" orbital_gap_ev=8.7 spin_multiplicity=1 de_lowest_kj_mol=72.0 total_charge=0
C -1.100496 -2.152679 0.162589 2.652 0.012 0.353
C -0.607043 -1.311550 -1.036071 -0.508 0.851 0.860
N -0.328756 0.069851 -0.603766 0.333 0.761 -1.592
C 0.922656 0.270831 -0.026374 -0.698 1.652 -1.015
C 1.982626 -0.449691 0.363722 1.514 -1.650 2.116
N 3.026329 0.407173 0.678118 0.773 0.775 -0.070
C 2.631204 1.654717 0.425872 0.400 -3.911 0.086
N 1.355752 1.563221 0.004680 -0.297 2.395 -0.199
H -1.990933 -2.609359 -0.050685 -2.606 -0.865 -0.439
H -0.417875 -3.023309 0.286818 -0.190 0.673 0.234
H -1.160058 -1.621961 1.132224 0.109 -0.086 -0.671
H 0.230086 -1.875240 -1.497919 -0.230 0.846 -0.096
H -1.383863 -1.044372 -1.742611 -0.358 -1.219 -0.401
H -0.486070 0.791980 -1.403225 0.611 -1.949 1.802
H 2.063785 -1.501261 0.743633 -0.236 1.092 -1.039
H 3.301188 2.477124 0.313920 -0.119 0.593 0.352
H 0.813162 2.404590 -0.045804 -0.751 -0.106 -0.491
N -2.800382 1.077442 0.798354 -0.064 -1.020 0.651
C -2.007807 1.820900 0.286537 0.238 2.582 -0.192
O -1.470593 2.780057 -0.176667 -0.462 -1.983 0.403
H -2.572913 0.271528 1.386664 -0.112 0.560 -0.653

=====

(2)
10
Properties=species:S:1:pos:R:3:forces:R:3 method="wB97M-V/def2-TZVPD" smiles=c1cc[nH]c1 orbital_gap_ev=9.5 spin_multiplicity=1 de_lowest_kj_mol=35.4 total_charge=0
C -0.962709 -0.162191 -0.738506 1.431 -1.608 -0.918
C 0.432049 -0.487656 -1.003114 0.190 0.284 1.625
C 1.137408 -0.110409 0.111851 -0.136 0.011 0.115
N 0.255068 0.363668 1.040761 -0.509 0.558 -0.226
C -1.016511 0.352620 0.524262 0.140 0.500 -0.327
H -1.690745 -0.598500 -1.402983 -0.615 0.717 0.197
H 0.979355 -1.061026 -1.726755 -0.627 -0.008 -0.759
H 2.182049 -0.197783 0.357666 0.043 -0.011 -0.099
H 0.456869 0.984654 1.797794 0.431 -0.076 0.292
H -1.772834 0.916622 1.039023 -0.347 -0.366 0.100

=====

(3)
8
Properties=species:S:1:pos:R:3:forces:R:3 method="wB97M-V/def2-TZVPD" orbital_gap_ev=10.2 spin_multiplicity=1 de_lowest_kj_mol=29.1 total_charge=0
C 0.339139 0.031508 -0.480615 0.254 0.309 0.293
O 3.683193 0.338065 -1.095126 -0.179 -0.749 0.419
O 3.955839 -1.122306 0.947460 -0.316 0.579 -1.038
O 0.939725 -0.125813 0.544636 0.781 -0.484 0.949
S -1.398903 0.297684 -0.293251 -0.246 0.158 -3.370
S 3.455621 0.071269 0.305364 0.841 0.270 0.782
H 0.985389 0.059812 -1.383124 -1.241 0.065 -0.492
H -1.225393 0.220364 0.955904 0.105 -0.148 2.458

=====

(4)
53
Properties=species:S:1:pos:R:3:forces:R:3 method="wB97M-V/def2-TZVPD" orbital_gap_ev=8.9 spin_multiplicity=1 de_lowest_kj_mol=346.7 total_charge=+1
C -0.610640 -0.597604 -0.537519 -0.092 1.029 0.993
N -0.196979 0.386004 0.481599 0.224 -0.507 0.343
C 1.248057 0.750113 0.501232 -0.030 1.195 1.512
C 1.967511 0.686608 1.914880 -2.054 -0.042 0.379
C 2.235786 2.091578 2.397245 -1.139 1.425 1.157
S 0.647465 3.093938 2.186289 -0.160 -0.581 -0.652
C -0.601283 0.183793 -1.829356 -1.636 -0.086 -2.259
N -0.335695 -0.787243 -3.103650 2.028 -0.747 2.527
H 0.081000 -1.434810 -0.698785 -0.145 0.244 0.708
H -1.607095 -1.001159 -0.238065 1.073 0.980 -0.508
H -0.573262 0.209963 1.426969 0.426 -0.148 -0.915
H 1.312033 1.806337 0.148521 0.290 -0.863 -0.108
H 1.911513 0.119807 -0.036728 -0.116 -0.805 -1.434
H 1.226887 0.255132 2.647529 0.827 0.006 -0.620
H 2.859401 0.043836 1.861617 -0.309 0.379 0.113
H 2.317786 2.246722 3.502140 0.903 -0.655 -1.042
H 2.972713 2.608699 1.795069 0.387 -0.012 0.278
H 0.817401 4.035886 3.101726 0.342 0.121 0.376
H 0.111813 1.017683 -1.727017 -0.176 -0.895 -0.542
H -1.588620 0.574170 -2.197207 0.835 0.097 1.131
H -0.371642 -1.755240 -2.695589 0.317 0.805 -0.485
H -1.126993 -0.752896 -3.728885 0.312 0.531 -0.713
H 0.648114 -0.649403 -3.519516 -2.131 0.104 0.324
H -2.922073 2.426271 0.669396 -0.070 0.088 0.076
H -1.763606 1.820469 -0.177101 -1.819 0.983 0.223
O -2.667955 2.299736 -0.249541 1.995 -1.437 -0.099
H 1.449962 -2.274670 -1.244277 0.846 -0.981 -1.005
H 2.583795 -3.213975 -1.299329 0.461 -0.183 0.151
O 1.904111 -2.884730 -1.887581 -1.446 1.207 0.402
H 2.067895 -2.687268 1.062128 -0.072 -0.197 0.075
H 3.611326 -2.848298 1.000929 0.244 -0.118 0.291
O 2.864267 -2.441595 0.566798 -0.044 0.327 -0.029
H 0.276420 4.198934 -1.316398 -0.621 0.555 -0.197
H 1.554415 4.038625 -2.252782 0.089 0.609 0.091
O 0.860209 3.593009 -1.774620 0.635 -1.603 -0.212
H -2.049866 -2.606100 0.003680 -0.630 -0.012 0.791
H -1.855806 -3.601174 -1.089225 0.205 -0.265 0.117
O -1.350538 -3.009287 -0.513889 -0.577 -1.602 -1.208
H -3.262070 -2.543602 2.320390 -0.010 0.235 0.487
H -4.420559 -1.936029 1.448729 0.288 -0.190 0.169
O -3.540745 -2.334140 1.423786 -0.118 0.121 -1.057
H -1.412207 5.014545 -0.261154 -0.744 -0.859 -0.583
H -2.038578 3.788622 -1.155509 -0.037 0.356 1.007
O -1.552099 4.629818 -1.149551 0.793 1.013 -0.095
H 0.593758 2.109767 -3.002788 0.052 0.081 -1.008
H 1.436014 1.991659 -4.267621 0.050 0.057 -0.297
O 0.664231 1.600864 -3.851966 0.171 0.309 0.832
H -0.221059 -3.737738 0.715428 -0.027 0.840 -0.005
H 0.593181 -4.278229 1.826068 0.246 0.163 0.441
O 0.320153 -3.422710 1.469329 -0.033 -0.904 0.037
H -1.717593 -1.727552 4.258552 -1.115 0.278 0.571
H -1.231660 -2.643535 3.319381 -1.630 -0.668 -0.042
O -2.118580 -2.453601 3.756240 2.942 0.223 -0.487

=====

no.,HOMO (eV)
1,-8.06
2,-8.42
3,-10.52
4,-11.56